[1]
{
  "formula": "C41H77F12O23",
  "method": "ωB97M-V with the def2-TZVPD basis set",
  "elements": ["O", "C", "O", "O", "H", "C", "O", "C", "C", "O", "C", "C", "O", "C", "H", "H", "H", "H", "H", "H", "H", "H", "H", "H", "H", "H", "H", "H", "C", "O", "C", "C", "O", "C", "C", "O", "C", "H", "H", "H", "H", "H", "H", "H", "H", "H", "H", "H", "H", "H", "H", "C", "O", "C", "C", "O", "C", "C", "O", "C", "H", "H", "H", "H", "H", "H", "H", "H", "H", "H", "H", "H", "H", "H", "C", "O", "C", "C", "O", "C", "C", "O", "C", "H", "H", "H", "H", "H", "H", "H", "H", "H", "H", "H", "H", "H", "H", "C", "C", "O", "C", "O", "C", "F", "F", "F", "H", "H", "H", "H", "H", "C", "C", "O", "C", "O", "C", "F", "F", "F", "H", "H", "H", "H", "H", "C", "C", "O", "C", "O", "C", "F", "F", "F", "H", "H", "H", "H", "H", "C", "C", "O", "C", "O", "C", "F", "F", "F", "H", "H", "H", "H", "H"],
  "xyz": [[0.8684, -0.8662, 0.9022], [2.1071, -1.0932, 1.1578], [2.4151, -2.2098, 1.4781], [2.9767, -0.1563, 1.0529], [0.5051, -1.6581, 1.3054], [-12.4748, 7.2751, -6.2860], [-11.9678, 6.3987, -5.2851], [-11.4957, 7.2037, -4.1874], [-11.2788, 6.2974, -2.9556], [-10.0965, 5.4604, -3.1461], [-9.8031, 4.5257, -2.1178], [-8.4287, 3.7866, -2.1763], [-7.2621, 4.6540, -2.3023], [-6.2514, 4.1865, -3.2019], [-13.3411, 7.8130, -5.9008], [-12.9144, 6.7486, -7.1331], [-11.6628, 7.9274, -6.6073], [-12.2290, 7.9010, -3.7823], [-10.5240, 7.6120, -4.4650], [-12.1442, 5.6349, -2.9422], [-11.2329, 6.8091, -1.9943], [-10.5618, 3.7516, -2.2324], [-10.0073, 4.7712, -1.0756], [-8.4529, 2.9960, -2.9262], [-8.3361, 3.1973, -1.2640], [-5.7270, 5.1246, -3.3834], [-6.6492, 3.7340, -4.1103], [-5.5735, 3.4915, -2.7064], [7.9444, -5.2332, 5.0457], [7.0767, -4.1587, 5.3082], [6.6583, -4.0898, 6.6573], [5.8050, -2.8070, 6.8347], [6.6141, -1.7420, 6.3606], [6.2124, -0.4169, 6.7345], [7.3087, 0.5653, 6.3987], [7.3742, 0.7188, 5.0417], [8.4965, 1.4442, 4.5339], [8.9729, -5.0322, 5.3453], [7.9814, -5.4394, 3.9760], [7.5683, -6.1537, 5.4924], [7.4629, -4.0435, 7.3912], [6.0758, -4.9575, 6.9669], [5.3470, -2.7082, 7.8189], [4.9492, -2.8704, 6.1628], [5.9352, -0.3555, 7.7868], [5.3732, -0.2862, 6.0513], [8.1893, 0.2249, 6.9436], [6.9703, 1.5231, 6.7937], [8.5082, 2.4560, 4.9391], [8.3672, 1.4795, 3.4522], [9.4373, 0.9108, 4.6698], [2.2960, 11.5727, -1.3548], [0.9093, 11.5428, -1.2943], [0.3837, 10.9516, -0.1088], [0.4364, 9.3889, -0.1701], [1.7934, 8.8937, 0.1405], [1.7746, 7.4430, 0.3966], [1.0756, 6.9029, 1.5914], [1.1290, 7.6433, 2.8024], [2.4355, 7.9106, 3.3105], [2.6276, 10.5359, -1.4116], [2.6756, 12.0318, -0.4419], [2.6003, 12.1121, -2.2517], [-0.7021, 11.0449, -0.0851], [0.7358, 11.3845, 0.8274], [-0.0226, 8.9577, -1.0597], [-0.2769, 9.0160, 0.5649], [2.8045, 7.0946, 0.3191], [1.2580, 7.0374, -0.4733], [1.4079, 5.8868, 1.8039], [-0.0061, 6.8578, 1.4647], [2.3403, 8.6614, 4.0950], [3.0993, 8.3394, 2.5597], [2.8586, 6.9809, 3.6908], [6.3681, -4.8839, -2.8615], [6.6050, -3.5662, -3.3235], [7.1821, -3.5219, -4.6336], [7.1277, -2.0264, -5.0632], [7.6142, -1.1202, -4.0960], [7.2934, 0.2913, -4.2739], [7.8477, 0.8682, -5.6025], [7.2470, 0.3096, -6.7626], [7.5071, 0.9204, -8.0584], [5.5990, -5.4676, -3.3672], [5.9252, -4.8705, -1.8656], [7.2871, -5.4549, -2.7291], [6.4860, -4.0641, -5.2736], [8.1990, -3.9011, -4.7343], [6.1611, -1.7465, -5.4822], [7.7543, -1.8755, -5.9422], [7.7068, 0.8236, -3.4172], [6.2350, 0.5245, -4.1575], [8.9043, 0.6039, -5.6466], [7.7982, 1.9561, -5.6470], [6.6166, 1.3607, -8.5071], [7.9416, 0.2146, -8.7663], [8.0998, 1.8342, -8.0165], [-6.2225, -4.1030, -0.7432], [-6.3213, -5.4895, -1.3601], [-7.5748, -6.0463, -0.9506], [-7.6949, -7.4045, -0.9113], [-6.7655, -8.1751, -1.0624], [-9.1401, -7.9596, -0.8433], [-9.9434, -6.8997, -0.9282], [-9.3804, -8.9116, -1.8405], [-9.3144, -8.4920, 0.3728], [-5.7027, -4.0978, 0.2149], [-7.2085, -3.6518, -0.6328], [-5.6853, -3.4667, -1.4465], [-5.4262, -6.0237, -1.0414], [-6.2447, -5.4184, -2.4450], [-0.3449, -9.0725, 2.8925], [0.2756, -9.8042, 1.7075], [0.3070, -11.2300, 1.8030], [1.1726, -11.9064, 2.6487], [1.8923, -11.3500, 3.4512], [1.2476, -13.4760, 2.4112], [1.9612, -14.1916, 3.3414], [-0.0301, -13.9161, 2.4703], [1.7741, -13.7449, 1.1816], [-1.3531, -9.3764, 3.1742], [-0.4395, -8.0297, 2.5897], [0.2494, -9.1296, 3.8045], [1.2534, -9.4281, 1.4066], [-0.2897, -9.4824, 0.8329], [-2.8175, 0.7390, 6.6386], [-1.9020, 1.4968, 7.5233], [-2.4547, 1.3446, 8.8076], [-1.8098, 0.6279, 9.8166], [-0.7468, 0.0477, 9.6458], [-2.5841, 0.6922, 11.1918], [-3.6733, 1.4603, 11.1185], [-2.9515, -0.5573, 11.6241], [-1.8168, 1.1302, 12.1599], [-2.5380, 0.8968, 5.5970], [-3.8679, 1.0124, 6.7389], [-2.7486, -0.2998, 6.9616], [-1.8623, 2.5594, 7.2838], [-0.8975, 1.0749, 7.4905], [-0.0092, -3.4039, -5.9597], [-0.3121, -1.8408, -6.0427], [-0.8702, -1.3980, -7.2649], [-2.1766, -1.4012, -7.4933], [-3.0429, -1.8015, -6.7255], [-2.4800, -0.9925, -8.9532], [-2.8153, -2.0474, -9.6712], [-3.5012, -0.1638, -8.9403], [-1.4291, -0.3643, -9.5272], [0.5692, -3.6424, -6.8523], [-0.8909, -4.0261, -6.1133], [0.5910, -3.6693, -5.0894], [0.6724, -1.3751, -5.9964], [-0.9113, -1.5661, -5.1745]],
  "atomic_forces_ev_per_a": [[-4.56, 1.34, -0.60], [6.94, 3.53, -0.18], [0.11, -4.60, 1.38], [-1.85, 0.09, -0.36], [-0.73, -0.34, -0.26], [-0.23, -0.34, 0.23], [-0.41, 0.81, 0.49], [0.71, -2.00, 1.07], [0.81, -1.68, -0.95], [0.32, 1.11, 0.52], [-0.41, -1.15, -0.19], [0.37, 0.82, -0.32], [-1.66, -1.17, -0.21], [-0.27, 0.87, 0.90], [0.17, 0.59, 0.26], [0.60, -0.53, 0.02], [-0.24, 0.31, -0.23], [-0.14, 0.56, -0.77], [-0.16, 0.63, 0.02], [-0.28, -0.15, 0.21], [0.18, 0.40, -0.12], [0.01, -0.75, -0.14], [0.29, 1.41, 0.05], [0.17, 0.40, -0.68], [-0.12, 0.23, 0.45], [0.36, -0.35, -0.56], [-0.10, 0.16, -0.06], [0.02, -0.18, 0.02], [-0.19, -0.22, -0.32], [-0.04, -0.13, 0.44], [-0.70, 1.02, 0.38], [0.30, -0.47, -1.83], [0.88, 0.07, 1.59], [-0.41, -1.31, -1.40], [-1.22, 0.08, 1.20], [1.17, -0.22, -1.74], [-0.85, -0.62, -0.24], [0.09, 0.03, 0.40], [-0.22, 0.38, -0.11], [0.12, -0.17, 0.34], [0.66, 0.12, -0.23], [-0.33, -0.31, -0.28], [0.63, 0.20, 0.51], [-0.25, -0.20, -0.24], [-0.07, 0.01, 0.13], [-0.50, 0.95, 0.42], [0.63, 0.09, -0.39], [0.19, 0.35, 0.67], [0.25, 0.11, 0.11], [-0.23, 0.20, 0.07], [0.13, 0.03, 0.54], [0.33, -0.72, 0.22], [-1.86, 0.52, 0.60], [-0.51, -2.09, -1.34], [1.33, 0.36, 1.70], [-1.72, -0.88, 0.28], [0.50, 1.33, -1.87], [-1.17, 0.24, 1.80], [0.67, 0.83, 0.06], [-0.46, -0.16, -0.35], [0.62, 0.06, 0.00], [0.46, 0.16, -0.03], [-0.06, 0.10, 0.15], [-0.11, 0.87, -0.42], [0.58, -0.14, -0.06], [0.74, 0.32, -0.82], [0.19, 0.11, 0.74], [0.08, 0.32, 0.19], [0.02, -0.51, -0.11], [0.22, -0.27, -0.36], [-0.01, -0.17, -0.47], [-0.12, -0.24, 0.12], [0.01, -0.06, -0.23], [0.25, 0.01, 0.18], [-0.16, 0.03, 1.06], [0.36, -0.90, -0.23], [-1.33, 1.88, 0.78], [0.50, -0.02, -1.13], [-0.37, 1.14, 0.63], [0.03, -0.83, -0.90], [0.70, -0.30, 0.01], [-0.68, 0.27, -1.24], [-0.22, 0.53, 1.03], [0.19, 0.10, -1.04], [0.20, 0.75, 0.22], [0.20, -0.14, -0.43], [0.30, -0.18, -0.53], [0.08, -0.26, 0.47], [-0.53, -0.02, 0.70], [0.28, -0.54, -0.30], [0.61, -0.19, -0.18], [-0.42, -0.58, -0.40], [0.36, 0.05, 0.19], [-0.27, 0.21, 0.31], [-0.66, -0.65, 0.19], [0.08, -0.11, 0.29], [0.78, -0.24, 0.48], [-0.16, 0.31, -0.42], [1.06, 0.89, 0.37], [-0.89, -1.95, 0.20], [2.61, -0.48, -1.72], [-1.35, 0.99, 0.52], [0.63, 0.50, -0.04], [-0.86, -0.75, -0.61], [0.21, 1.99, 2.03], [-0.24, -0.53, -0.61], [-0.13, -0.04, -0.05], [-0.02, -0.08, 0.08], [0.21, 0.08, 0.18], [-0.49, -0.68, 0.14], [-0.55, -0.24, -0.06], [0.37, 0.10, 0.27], [0.08, 1.11, 0.27], [0.56, -2.63, 0.51], [1.06, 2.55, 0.15], [-1.05, -1.15, -1.02], [-0.58, -0.14, -0.09], [-0.86, 1.58, -1.32], [0.74, -0.20, -0.28], [-0.56, 0.22, 1.30], [-0.02, -0.42, -0.41], [0.17, 0.12, 0.12], [0.17, 0.05, -0.16], [0.42, -0.11, 0.80], [-0.50, -1.05, -0.15], [-0.38, -0.47, -0.80], [0.65, -0.06, -0.35], [0.08, -0.63, 4.13], [1.53, 0.13, -2.73], [-2.48, 1.11, 1.03], [-0.57, -1.25, -0.16], [0.24, -0.29, -0.07], [-0.06, 0.73, -1.08], [0.83, 0.87, 0.21], [0.04, -0.42, -0.05], [0.09, 0.34, 0.16], [0.02, -0.20, -0.54], [-0.02, 0.03, 0.23], [0.03, 0.11, 0.01], [-0.45, 1.22, -1.69], [0.90, -2.00, 1.60], [-0.38, 0.23, -0.95], [-0.62, -1.84, 1.89], [1.44, 1.05, -1.56], [0.77, 0.69, 0.70], [0.13, -0.53, -0.39], [-0.68, 0.65, -0.19], [-0.53, -0.44, 0.06], [0.42, 0.04, 0.03], [-0.23, 0.15, 0.69], [-0.36, 0.18, 0.07], [-0.29, 0.30, 0.05], [-0.13, 0.30, -0.28]],
  "relative_energy_kj_mol": 657.7,
  "gap_ev": 5.252,
  "charge": -1,
  "mol_weight_da": 1166.02,
  "e_tot_ev": -123458.6868,
  "homo_energy_ev": -3.49
}

=====

[2]
{
  "formula": "C8H9N2O2",
  "method": "ωB97M-V with the def2-TZVPD basis set",
  "elements": ["C", "C", "C", "C", "C", "C", "C", "C", "N", "N", "O", "O", "H", "H", "H", "H", "H", "H", "H", "H", "H"],
  "xyz": [[-3.0738, -0.5533, 0.1835], [-1.7759, -0.9510, 0.6005], [-2.9093, 0.6772, -0.3923], [-0.9969, 0.1151, 0.2231], [2.0637, -1.0732, 0.9801], [0.5459, 1.9606, 0.4587], [2.2730, -0.9875, -0.6081], [0.5104, 0.3286, 0.3858], [1.1517, -0.3222, 1.3766], [1.2909, -0.0204, -0.9138], [0.9854, 2.4811, -0.5481], [-1.6758, 1.0075, -0.3801], [-4.0853, -0.8696, 0.3835], [-1.1100, -1.8783, 0.7804], [-3.6324, 1.3716, -0.8297], [2.6181, -1.6447, 1.7255], [0.2245, 2.4043, 1.3993], [3.2660, -0.5253, -0.7936], [2.1616, -1.9787, -1.0668], [1.5290, 0.9445, -1.2699], [0.6393, -0.4862, -1.6945]],
  "atomic_forces_ev_per_a": [[-0.18, -1.22, 1.41], [-0.45, -2.64, 0.17], [-3.41, -0.08, -0.41], [5.16, -1.39, 0.68], [1.16, -0.81, -1.09], [0.33, -2.26, 2.28], [2.75, -0.66, 2.80], [-2.88, 2.71, -1.57], [-0.89, -0.32, 2.01], [-4.15, -0.43, -3.76], [0.64, 1.11, -2.26], [1.80, 4.59, -2.35], [0.23, -0.93, -0.12], [-2.34, 1.11, 0.41], [0.38, -0.31, 0.23], [0.30, -0.03, -0.64], [0.23, -0.03, 0.01], [-0.41, -0.79, 0.00], [-0.03, 0.58, -0.13], [0.32, 0.07, 0.21], [1.44, 1.73, 2.10]],
  "relative_energy_kj_mol": 294.3,
  "gap_ev": [5.118, 5.066],
  "charge": 1,
  "mol_weight_da": 165.17,
  "e_tot_ev": -15502.7865,
  "multiplicity": 3,
  "homo_energy_ev": [-8.56, -12.85]
}

=====

[3]
{
  "formula": "C18H36Cl4O9",
  "method": "ωB97M-V with the def2-TZVPD basis set",
  "elements": ["C", "Cl", "Cl", "H", "H", "C", "Cl", "Cl", "H", "H", "C", "C", "O", "C", "O", "O", "C", "H", "H", "H", "H", "H", "H", "H", "H", "O", "C", "O", "C", "C", "C", "H", "H", "H", "H", "H", "H", "H", "H", "O", "C", "O", "C", "C", "C", "H", "H", "H", "H", "H", "H", "H", "H", "O", "C", "O", "C", "C", "C", "H", "H", "H", "H", "H", "H", "H", "H"],
  "xyz": [[3.6954, 1.6662, -1.0984], [4.7056, 0.2269, -1.0904], [4.6504, 3.1355, -1.3711], [3.0062, 1.5534, -1.9201], [3.1788, 1.7866, -0.1573], [3.1110, 0.5899, 4.0841], [2.1961, -0.9182, 4.1449], [3.5063, 1.1144, 2.4420], [2.5127, 1.3630, 4.5478], [4.0474, 0.4438, 4.6053], [-4.5379, 0.5546, 1.5404], [-4.0058, -0.6326, 2.3241], [-3.6690, -0.2956, 3.6767], [-2.4792, 0.2694, 3.8229], [-1.6852, 0.4797, 2.9378], [-2.3021, 0.5624, 5.1092], [-1.0344, 1.1068, 5.4412], [-4.0537, 1.5017, 1.7672], [-5.6044, 0.7009, 1.7370], [-4.4534, 0.3443, 0.4734], [-3.1355, -1.0510, 1.8212], [-4.7722, -1.3954, 2.4286], [-0.7033, 1.8153, 4.6825], [-0.2823, 0.3202, 5.5341], [-1.1486, 1.5997, 6.4018], [3.3538, 3.7521, -7.2433], [3.6009, 2.6060, -7.5197], [3.0604, 1.5685, -6.8903], [2.0588, 1.8832, -5.9051], [2.6837, 2.0747, -4.5443], [4.6148, 2.1643, -8.5532], [1.3776, 1.0317, -5.9071], [1.4918, 2.7549, -6.2309], [3.1290, 1.1391, -4.1933], [1.9453, 2.3821, -3.8018], [3.4871, 2.8094, -4.5874], [5.4890, 1.8294, -7.9973], [4.8380, 3.0262, -9.1714], [4.2232, 1.3455, -9.1506], [0.9293, 2.0467, -1.3803], [0.0705, 1.3349, -1.8408], [-0.5044, 0.3309, -1.1845], [-0.2442, 0.1948, 0.2270], [0.9318, -0.6999, 0.5198], [-0.4442, 1.4662, -3.2416], [-1.1697, -0.1970, 0.6370], [-0.1244, 1.1653, 0.7102], [0.6511, -1.7552, 0.5120], [1.2789, -0.4957, 1.5309], [1.7761, -0.5355, -0.1478], [-1.3102, 2.1339, -3.2264], [-0.8142, 0.5133, -3.6099], [0.3349, 1.9285, -3.8362], [-3.1641, -3.7240, 0.9608], [-3.5852, -3.9869, 2.0507], [-2.8409, -3.9946, 3.1664], [-1.4547, -3.7006, 3.0153], [-0.8685, -3.5199, 4.3942], [-4.9996, -4.4223, 2.3470], [-1.3050, -2.8020, 2.4081], [-0.9718, -4.5003, 2.4481], [0.2082, -3.3729, 4.3259], [-1.1526, -4.3488, 5.0386], [-1.2735, -2.6066, 4.8402], [-5.6111, -4.2681, 1.4581], [-5.4547, -3.8923, 3.1781], [-4.9839, -5.5009, 2.5100]],
  "atomic_forces_ev_per_a": [[0.18, 0.25, -0.30], [0.20, -0.30, 0.19], [0.00, 0.03, -0.01], [-0.04, 0.16, 0.12], [-0.06, -0.16, 0.00], [0.12, 0.18, -0.02], [-0.03, -0.09, -0.02], [-0.03, -0.07, 0.05], [-0.01, 0.03, 0.03], [0.00, -0.04, 0.08], [-0.73, -0.05, -0.04], [0.00, 0.15, -0.33], [-0.04, 0.05, 0.18], [0.20, 0.03, -0.09], [0.02, -0.02, 0.16], [-0.28, -0.15, 0.01], [0.52, 0.19, 0.08], [0.35, -0.15, -0.02], [0.09, -0.01, 0.08], [0.13, 0.09, 0.00], [0.01, -0.10, 0.14], [0.03, -0.08, -0.07], [-0.06, 0.01, 0.05], [-0.11, -0.05, -0.08], [-0.09, 0.02, -0.01], [-0.06, 0.07, -0.17], [0.57, 0.40, -0.19], [-0.49, -0.55, 0.15], [-0.29, -0.14, 0.06], [0.40, -0.11, 0.12], [-0.53, 0.26, 0.38], [0.10, -0.06, -0.04], [0.17, 0.09, 0.03], [-0.04, -0.02, -0.08], [0.41, 0.21, -0.13], [-0.14, 0.15, 0.03], [0.15, -0.03, -0.19], [0.22, -0.04, -0.06], [0.06, -0.07, 0.01], [-0.18, 0.21, 0.23], [0.17, -0.21, -0.11], [-0.34, 0.05, 0.02], [-0.18, 0.22, 0.32], [0.03, -0.33, 0.38], [-0.51, 0.12, 0.25], [0.03, -0.21, -0.06], [0.15, 0.14, -0.42], [0.05, 0.02, -0.30], [0.01, 0.04, 0.01], [-0.05, 0.04, -0.10], [0.08, 0.07, 0.06], [0.26, -0.05, -0.19], [-0.44, -0.28, -0.19], [0.28, 0.19, -0.36], [-0.47, -0.31, 0.42], [-0.23, 0.10, 0.06], [0.66, 0.23, -0.37], [-0.37, 0.48, -0.06], [-0.11, -0.05, -0.70], [-0.24, 0.03, 0.09], [-0.09, -0.15, 0.15], [0.05, -0.31, 0.09], [0.32, -0.11, 0.04], [-0.05, -0.07, 0.02], [0.12, 0.13, 0.01], [0.19, -0.14, 0.24], [-0.04, 0.07, 0.36]],
  "gap_ev": 10.711,
  "charge": 0,
  "mol_weight_da": 538.29,
  "smiles": "CCOC(=O)OC.CCOC(C)=O.CCOC(C)=O.CCOC(C)=O.ClCCl.ClCCl",
  "e_tot_ev": -87768.2160,
  "homo_energy_ev": -10.25
}

=====

- Number 2 is which compound?
  C8H9N2O2